Here is a structure of composition C51H43ClN4O4PS3Ti at a distorted geometry from OMol25. Energies are from the ωB97M-V functional and the def2-TZVPD basis.

Last column: Löwdin charge in e.
Cartesian coordinates (Å):
Ti (-0.0669, -0.6914, 0.5090)  0.937
O (3.2218, -1.5561, 2.8982)  0.018
C (3.5251, -0.3592, 3.4666)  -0.291
C (4.6836, -0.3070, 4.2346)  -0.018
C (5.0483, 0.8722, 4.8539)  -0.065
C (4.2611, 2.0148, 4.7212)  -0.073
C (3.0974, 1.9470, 3.9829)  -0.012
C (2.7107, 0.7615, 3.3502)  -0.093
C (1.4168, 0.7166, 2.6492)  -0.380
O (1.2967, -0.1111, 1.6143)  -0.303
N (0.4140, 1.3956, 3.0748)  0.088
N (-0.7508, 1.0591, 2.3780)  -0.091
C (-1.6961, 1.8962, 2.6038)  -0.895
S (-3.3192, 1.5189, 2.0453)  0.977
C (-3.9377, 3.2035, 2.2530)  -0.500
C (-3.2965, 3.7682, 3.5085)  -0.512
S (-1.5275, 3.3828, 3.4938)  0.977
H (2.4943, -1.4345, 2.2665)  0.013
H (5.2807, -1.2026, 4.3235)  0.125
H (5.9547, 0.9027, 5.4436)  0.110
H (4.5505, 2.9403, 5.1958)  0.105
H (2.4619, 2.8140, 3.8752)  0.116
H (-5.0206, 3.1368, 2.3613)  0.085
H (-3.7067, 3.8102, 1.3768)  0.080
H (-3.7587, 3.3516, 4.4034)  0.081
H (-3.3914, 4.8541, 3.5353)  0.083
C (-6.1182, -0.7708, -4.5588)  -0.035
C (-5.0829, -1.1687, -3.5483)  -0.253
C (-4.8422, -0.3883, -2.4243)  -0.019
C (-3.8802, -0.7481, -1.4941)  -0.058
C (-3.1605, -1.9123, -1.7000)  -0.292
C (-3.3948, -2.7307, -2.8036)  -0.031
C (-4.3486, -2.3433, -3.7244)  -0.017
S (-1.8842, -2.3890, -0.6259)  0.655
O (-1.9694, -3.7967, -0.4165)  -0.224
O (-0.5898, -1.8617, -1.1733)  -0.455
N (-1.8896, -1.4786, 0.6811)  -0.220
C (-2.6819, -1.7530, 1.8177)  -0.274
C (-4.0304, -1.9384, 1.8187)  -0.018
C (-4.6990, -2.1729, 3.0444)  -0.049
C (-4.0129, -2.1963, 4.2256)  -0.015
C (-2.6065, -2.0124, 4.2343)  -0.138
C (-1.8139, -2.0376, 5.4076)  0.014
C (-0.4631, -1.8921, 5.3041)  -0.009
C (0.1102, -1.7212, 4.0227)  -0.083
N (-0.5917, -1.6678, 2.9219)  0.099
C (-1.9393, -1.8086, 3.0205)  -0.174
H (-6.5240, 0.2160, -4.3451)  0.079
H (-6.9446, -1.4820, -4.5663)  0.090
H (-5.6941, -0.7556, -5.5626)  0.087
H (-5.4027, 0.5259, -2.2827)  0.121
H (-3.6876, -0.1234, -0.6328)  0.096
H (-2.8380, -3.6453, -2.9365)  0.123
H (-4.5319, -2.9614, -4.5929)  0.123
H (-4.5978, -1.9012, 0.8977)  0.114
H (-5.7688, -2.3251, 3.0365)  0.112
H (-4.5269, -2.3600, 5.1622)  0.118
H (-2.2908, -2.1777, 6.3691)  0.125
H (0.1787, -1.9142, 6.1720)  0.115
H (1.1851, -1.6474, 3.9295)  0.105
Cl (1.6275, -2.8849, 0.4015)  0.829
C (2.8270, -2.8024, -0.9000)  -0.547
C (3.4991, -3.9914, -1.1340)  -0.086
C (4.5283, -3.9954, -2.0597)  -0.049
C (4.8824, -2.8192, -2.7103)  -0.050
C (4.1895, -1.6529, -2.4505)  -0.086
C (3.1163, -1.6175, -1.5520)  -0.370
P (2.2510, -0.0558, -1.1827)  1.137
C (2.0081, 0.7397, -2.7969)  -0.345
C (1.5721, 2.0672, -2.8238)  -0.121
C (1.3273, 2.7103, -4.0240)  -0.057
C (1.4846, 2.0277, -5.2201)  -0.067
C (1.8826, 0.7006, -5.2068)  -0.064
C (2.1453, 0.0599, -4.0039)  -0.090
C (3.5971, 0.8689, -0.3536)  -0.314
C (3.7919, 2.2396, -0.5129)  -0.070
C (4.8056, 2.8896, 0.1750)  -0.064
C (5.6410, 2.1839, 1.0267)  -0.062
C (5.4588, 0.8190, 1.1868)  -0.065
C (4.4425, 0.1688, 0.5059)  -0.090
H (3.2270, -4.8829, -0.5914)  0.111
H (5.0605, -4.9144, -2.2574)  0.115
H (5.7033, -2.8122, -3.4124)  0.114
H (4.4860, -0.7356, -2.9451)  0.121
H (1.4011, 2.6113, -1.9058)  0.093
H (0.9903, 3.7367, -4.0218)  0.113
H (1.2859, 2.5249, -6.1589)  0.110
H (1.9981, 0.1576, -6.1339)  0.110
H (2.4448, -0.9795, -4.0221)  0.100
H (3.1757, 2.8175, -1.1842)  0.081
H (4.9441, 3.9533, 0.0367)  0.109
H (6.4334, 2.6915, 1.5588)  0.111
H (6.1033, 0.2555, 1.8468)  0.112
H (4.3253, -0.8980, 0.6521)  0.106
C (-0.7543, 1.0457, -0.4826)  -0.180
C (-1.3683, 1.1481, -1.8575)  -0.282
C (-1.1394, 0.2894, -2.9246)  -0.077
C (-1.7618, 0.4973, -4.1484)  -0.066
C (-2.6159, 1.5716, -4.3371)  -0.086
C (-2.8568, 2.4412, -3.2801)  -0.080
C (-2.2456, 2.2211, -2.0556)  -0.051
H (-1.5174, 1.3734, 0.2133)  -0.008
H (0.0979, 1.7257, -0.3516)  0.063
H (-0.4860, -0.5633, -2.8059)  0.090
H (-1.5679, -0.1900, -4.9618)  0.112
H (-3.0906, 1.7317, -5.2952)  0.104
H (-3.5210, 3.2862, -3.4047)  0.104
H (-2.4425, 2.8958, -1.2308)  0.109

Cartesian forces (eV/Å) of the 6 atoms listed first:
-0.359 0.917 0.066
0.033 -0.116 -0.061
0.057 -0.265 0.117
-0.049 0.115 0.020
-0.017 0.006 -0.007
-0.012 -0.103 -0.058

## Properties
Multiplicity ... 1
Charge ... +1
Gap between HOMO and LUMO ... 7.5476 eV
DFT total energy ... -145165.213 eV
E_HOMO ... -10.4 eV
Lowest unoccupied orbital energy ... -2.8131 eV
Energy relative to the best compared isomer or geometry (same formula, charge and spin) ... 0.0000 eV

Here is the molecule C3H4O3S2 at a distorted geometry from OMol25. Energies are from the ωB97M-V functional and the def2-TZVPD basis.

Last column: natural (NBO) charge in e.
Cartesian coordinates (Å):
O (1.9938, 0.7132, -0.4952)  -0.556
C (1.1800, -0.1339, -0.2063)  0.403
S (1.9136, -1.7221, -0.1980)  0.056
C (-0.1516, 0.2212, 0.5884)  -0.089
O (-0.0200, 1.5594, 0.4112)  -0.752
C (-1.3620, -0.2232, -0.0931)  0.208
O (-1.8868, 0.6899, -0.8995)  -0.615
S (-1.9643, -1.7306, -0.0220)  -0.057
H (0.7251, -2.4814, -0.0444)  0.167
H (0.0595, -0.0826, 1.5786)  0.232
H (0.9889, 1.7041, 0.0897)  0.500
H (-1.4764, 1.4861, -0.7093)  0.501

Cartesian forces (eV/Å) of the 6 atoms listed first:
-0.695 1.076 -0.255
1.712 -3.298 0.934
-1.985 -1.302 -0.169
2.884 1.206 -2.193
0.955 3.425 0.594
-1.591 -1.340 -1.076

## Properties
Multiplicity ... 1
Gap between HOMO and LUMO ... 9.0251 eV
DFT total energy ... -30987.279 eV
E_HOMO ... -9.3 eV
Lowest unoccupied orbital energy ... -0.2660 eV
Energy relative to the best compared isomer or geometry (same formula, charge and spin) ... 1.0607 eV

Here is the molecule C4H5NO from OMol25. Energies are from the ωB97M-V functional and the def2-TZVPD basis.

Last column: natural (NBO) charge in e.
Cartesian coordinates (Å):
O (-2.2568, 1.0591, 0.1222)  -0.597
C (-2.0696, -0.1244, -0.1286)  0.381
C (-0.7718, -0.7501, -0.1986)  -0.552
C (0.2853, 0.0929, -0.0331)  0.241
C (0.9919, 1.2025, 0.1341)  -0.246
N (1.7777, -0.0779, 0.0277)  -0.577
H (-2.9345, -0.7920, -0.3353)  0.105
H (-0.6484, -1.8013, -0.4328)  0.226
H (1.1647, 2.0056, 0.8279)  0.236
H (2.1487, -0.5741, 0.8383)  0.388
H (2.3129, -0.2403, -0.8218)  0.394

Cartesian forces (eV/Å) of the 6 atoms listed first:
0.013 -0.289 -0.043
-0.076 0.045 0.002
0.039 0.121 -0.003
0.115 0.201 -0.008
-0.263 -0.057 0.092
0.364 -0.351 -0.065

## Properties
Multiplicity ... 1
Gap between HOMO and LUMO ... 8.0391 eV
DFT total energy ... -7762.589 eV
E_HOMO ... -7.7 eV
Lowest unoccupied orbital energy ... 0.3749 eV
Energy relative to the best compared isomer or geometry (same formula, charge and spin) ... 3.9373 eV